The following is a DFT calculation (ωB97M-V/def2-TZVPD) of the molecule C5H15N2.

```
22
Properties=species:S:1:pos:R:3:forces:R:3
N 0.7993 0.3996 2.6349 0.28 -0.92 -0.66
C 1.7235 -0.2905 1.6569 -0.34 -0.63 1.60
C 0.7733 -1.0095 0.7537 -0.17 -0.94 -2.15
N -0.2445 -0.1439 0.1993 -0.09 -0.24 0.69
C 0.1113 0.6989 -0.9354 -0.67 -0.46 1.06
C -1.0854 0.9052 -1.8344 1.14 0.47 -1.13
C -1.7651 -0.3550 -2.3643 -1.01 -0.25 0.73
H -0.0698 0.5484 2.1367 -0.88 0.04 -0.43
H 0.6436 -0.2803 3.4088 -0.34 -0.19 0.80
H 1.0162 1.3020 3.0101 1.03 1.27 0.63
H 2.4280 0.4056 1.2174 -0.08 -0.08 -0.11
H 2.1882 -1.0818 2.2857 0.44 0.68 -0.41
H 1.3212 -1.5393 -0.0442 0.39 0.48 -0.15
H 0.3125 -1.8914 1.2007 -0.22 0.47 0.78
H -1.1431 -0.5887 0.1416 -0.06 -0.12 -0.27
H 0.9460 0.2227 -1.4548 0.12 0.26 -0.24
H 0.3700 1.6757 -0.5203 0.58 0.08 -0.35
H -0.6507 1.4558 -2.6752 -0.14 -0.06 -0.22
H -1.7354 1.6561 -1.4012 -0.57 -0.30 0.31
H -2.0743 -0.2177 -3.4059 0.03 -0.21 0.26
H -2.6647 -0.5835 -1.7600 0.13 0.26 -0.43
H -1.2002 -1.2882 -2.2501 0.43 0.42 -0.31
```
Positions in Å, forces in eV/Å.

Output
E_LUMO (spin up / spin down), eV: 0.92 / 0.78
Expectation value of S²: 0.751
HOMO (spin up / spin down), eV: -3.20 / -9.40
F_max, eV/Å: 2.36
2S+1: 2